# 1
{
  "formula": "C21H46AlBCl2CsF4Li2N2NaO7P",
  "method": "wB97M-V/def2-TZVPD",
  "multiplicity": 1,
  "charge": 1,
  "largest_force_ev_per_a": 8.541,
  "gap_ha": 0.21948,
  "e_lumo_ev": -3.7,
  "elements": ["B", "C", "O", "C", "C", "C", "C", "C", "C", "C", "C", "C", "C", "H", "H", "H", "H", "H", "H", "H", "H", "H", "H", "H", "H", "H", "H", "H", "H", "H", "H", "Na", "Li", "C", "C", "O", "N", "C", "H", "H", "H", "H", "H", "H", "H", "Cl", "Li", "F", "Al", "F", "F", "F", "Cl", "Cs", "C", "C", "C", "O", "C", "N", "H", "H", "H", "H", "H", "H", "H", "H", "H", "H", "H", "H", "C", "O", "P", "O", "O", "C", "O", "C", "H", "H", "H", "H", "H", "H", "H", "H", "H"],
  "coordinates": [[1.1168, -3.3852, 1.1574], [0.9974, -2.5508, -0.2761], [0.2044, -1.3601, -0.1934], [0.8132, -0.3359, 0.5222], [2.3132, -0.0674, 0.5651], [2.9098, 1.0384, 1.2907], [4.5198, 1.2760, 1.2502], [1.9836, 2.0185, 2.0859], [0.5473, 1.7513, 2.0475], [-0.0609, 0.6200, 1.3003], [-1.6238, 0.5329, 1.3614], [-2.2083, -0.9411, 1.4296], [-2.1947, 1.3161, 0.0913], [2.0909, -3.0810, 1.7751], [1.2865, -4.5495, 0.8191], [0.0966, -3.3684, 1.7850], [0.4273, -3.2531, -0.9773], [1.9892, -2.3972, -0.7710], [3.0507, -0.7035, -0.0024], [5.0617, 0.4786, 1.8151], [4.8264, 1.2652, 0.1238], [4.7912, 2.3362, 1.6297], [2.3507, 2.9433, 2.6730], [-0.1142, 2.4736, 2.5971], [-1.9718, 1.0556, 2.3029], [-1.4506, -1.7196, 1.7129], [-2.6126, -1.1754, 0.3954], [-3.1067, -0.9331, 2.1044], [-3.3114, 1.4987, 0.1930], [-1.6081, 2.2730, 0.0137], [-1.9380, 0.6563, -0.7989], [-4.1605, 1.6723, -1.2193], [3.4336, -1.9920, -1.3434], [-8.5338, 2.4509, -3.6952], [-7.3716, 2.2239, -4.6273], [-6.2326, 2.5953, -4.3554], [-7.6159, 1.5879, -5.7979], [-8.8799, 1.0785, -6.2951], [-8.1855, 2.9695, -2.8039], [-9.2902, 3.0690, -4.1812], [-8.9661, 1.4951, -3.3934], [-6.7929, 1.4712, -6.3709], [-8.7781, 0.0052, -6.4635], [-9.1003, 1.5680, -7.2450], [-9.6955, 1.2579, -5.6004], [-0.1325, 0.2315, -1.8242], [-1.4181, -4.0218, 0.0914], [8.8237, -2.9212, -3.6739], [8.0287, -2.7216, -2.1374], [8.4086, -4.0635, -1.0907], [6.2874, -2.6683, -2.3888], [8.5347, -1.2246, -1.3927], [-3.4973, -5.0088, 1.3926], [3.5403, 3.7599, 0.7152], [0.9262, -7.8885, -1.3814], [0.7975, -7.1450, -2.7043], [1.3517, -7.9209, -3.9009], [2.7715, -7.8812, -3.8874], [3.3986, -9.0347, -3.3124], [1.5947, -5.8740, -2.6037], [1.9618, -7.9505, -1.0413], [0.3594, -7.3780, -0.5987], [0.5321, -8.9008, -1.4695], [-0.2443, -6.8649, -2.8722], [1.0442, -7.4090, -4.8195], [0.9576, -8.9374, -3.9563], [2.7791, -9.9293, -3.3962], [3.6287, -8.8383, -2.2636], [4.3369, -9.2052, -3.8380], [1.4718, -5.3830, -1.7121], [1.3746, -5.2305, -3.3693], [2.5899, -6.1205, -2.7202], [0.4310, 8.1971, 7.9264], [1.2388, 7.7777, 6.8276], [0.9880, 8.5524, 5.3406], [-0.5187, 8.3681, 5.3492], [1.7148, 7.3275, 4.5602], [1.2144, 6.0134, 4.7487], [0.9979, 9.4564, 3.9097], [0.3126, 10.7079, 3.9602], [0.9199, 7.8808, 8.8476], [0.3139, 9.2803, 7.9368], [-0.5441, 7.7140, 7.8698], [0.1652, 6.0033, 5.0512], [1.8158, 5.5067, 5.5056], [1.3128, 5.4728, 3.8047], [0.4926, 11.2130, 4.9112], [-0.7573, 10.5548, 3.8203], [0.6884, 11.3390, 3.1548]],
  "forces_ev_per_angstrom": [[0.6, -0.3, -1.1], [-1.3, -1.4, 0.6], [2.6, -0.6, 3.3], [0.4, 2.1, 1.7], [-1.5, 1.2, 0.9], [-1.8, 0.7, 1.2], [-0.8, -0.3, -0.7], [-0.9, -3.1, -1.1], [1.6, -1.3, -1.2], [2.0, 0.1, 0.3], [0.0, -0.2, -0.2], [-0.5, 0.6, -0.8], [0.5, -0.5, 0.9], [0.1, 0.3, 0.4], [0.1, -0.5, -0.4], [-0.5, 0.3, 0.0], [0.5, 1.2, 0.1], [-1.0, 0.0, 0.1], [-1.0, 0.8, 0.9], [-0.4, 0.8, -0.5], [-0.2, -0.2, 2.0], [0.6, -3.7, 0.4], [-0.8, -2.3, -0.5], [0.6, -1.0, -0.6], [0.7, -0.4, -1.0], [-0.9, 0.9, 0.0], [0.6, -0.1, 1.1], [1.0, -0.3, -0.5], [2.1, -0.3, 1.9], [-0.9, -0.7, -0.2], [-0.4, 1.0, 0.7], [-1.0, 0.2, -2.1], [1.1, 0.1, -0.5], [0.0, 0.0, 0.1], [0.2, -0.1, -0.3], [0.1, -0.1, 0.4], [0.0, 0.2, 0.5], [0.4, -0.1, -0.3], [0.1, 0.0, -0.1], [-0.1, -0.1, 0.1], [-0.2, 0.1, -0.1], [-0.1, 0.0, 0.0], [-0.2, 0.0, 0.0], [-0.2, -0.1, 0.0], [0.1, 0.0, 0.0], [-0.1, 2.1, -3.4], [-0.8, -0.2, 1.4], [-0.9, 0.2, 1.2], [1.2, -0.1, 0.0], [-0.6, 1.1, -0.8], [0.1, 0.1, 0.4], [-0.7, -1.1, -0.5], [1.2, 0.6, -1.0], [-0.5, 4.5, -2.8], [-0.1, 0.2, 0.3], [-0.2, -0.8, 0.5], [0.4, 0.8, -0.5], [-0.5, -0.3, 0.0], [0.4, 0.1, 0.2], [0.3, 0.4, -0.3], [0.0, -0.1, -0.1], [0.0, -0.1, 0.0], [0.0, 0.1, -0.1], [0.1, 0.0, -0.1], [0.0, -0.1, 0.0], [0.0, 0.1, 0.3], [-0.1, 0.1, 0.0], [0.0, -0.2, 0.0], [-0.1, 0.1, 0.0], [-0.1, -0.1, 0.1], [0.0, 0.0, 0.1], [-0.1, -0.2, 0.0], [-0.2, 0.0, 0.4], [2.0, 2.4, -0.6], [-5.7, -5.7, -2.8], [0.6, 1.2, 0.8], [0.6, 0.9, -0.2], [0.2, -0.3, 0.5], [2.5, 0.7, 2.1], [-0.2, 0.5, 0.0], [0.2, 0.1, -0.1], [-0.1, -0.1, 0.1], [0.0, 0.2, -0.2], [0.1, 0.2, 0.0], [-0.1, -0.1, 0.0], [0.0, 0.2, -0.1], [-0.2, 0.1, -0.2], [0.1, -0.1, 0.2], [0.1, -0.1, 0.1]],
  "mulliken_charge": [0.347, 0.434, 0.187, 1.306, -0.147, 0.893, -1.693, -1.221, -0.785, 0.203, 0.279, -1.086, -1.126, -0.137, -0.192, -0.025, 0.215, -1.775, -1.119, 0.301, 0.539, 0.584, 0.552, 0.338, 0.607, 0.236, 0.211, 0.282, 0.002, 0.310, 0.397, 0.933, 0.892, -1.211, 0.790, -0.692, -0.165, -0.804, 0.254, 0.349, 0.372, 0.230, 0.281, 0.287, 0.320, -0.705, 0.640, -0.416, 0.703, -0.429, -0.395, -0.435, -0.796, 1.083, -1.443, 0.149, -0.636, -0.417, -0.649, -0.219, 0.373, 0.448, 0.371, 0.362, 0.366, 0.439, 0.317, 0.276, 0.249, 0.176, 0.405, 0.434, -0.637, -0.350, 1.066, -0.640, -0.346, -0.501, -0.287, -0.654, 0.248, 0.301, 0.263, 0.346, 0.286, 0.082, 0.305, 0.263, 0.249]
}


# 2
{
  "formula": "C21H46BIN2O3",
  "method": "wB97M-V/def2-TZVPD",
  "multiplicity": 1,
  "charge": 0,
  "largest_force_ev_per_a": 2.166,
  "gap_ha": 0.19726,
  "e_lumo_ev": -1.0,
  "elements": ["C", "C", "C", "C", "C", "C", "C", "C", "C", "C", "C", "B", "I", "O", "C", "C", "N", "C", "C", "C", "O", "H", "H", "H", "H", "H", "H", "H", "H", "H", "H", "H", "H", "H", "H", "H", "H", "H", "H", "H", "H", "H", "H", "H", "H", "H", "H", "H", "H", "H", "H", "H", "H", "C", "N", "C", "C", "C", "C", "O", "H", "H", "H", "H", "H", "H", "H", "H", "H", "H", "H", "H", "H", "H"],
  "coordinates": [[2.0966, -2.2012, 2.0878], [3.2579, -1.2364, 1.8337], [2.8181, 0.2250, 1.9727], [2.5178, 0.8065, 0.5874], [2.3990, 2.3254, 0.4753], [0.9744, 2.7921, 0.7097], [0.4117, 2.4674, 2.0943], [-0.6021, 3.5067, 2.5419], [-1.1395, 3.3288, 3.9619], [-2.4382, 2.4872, 4.0693], [-2.6982, 1.5478, 2.8848], [-3.6320, 1.9803, 1.6377], [-4.1705, 4.2170, 1.5358], [-4.8162, 1.1730, 1.4767], [-5.1280, 1.2114, 0.1254], [-3.7680, 1.3364, -0.6267], [-3.3214, 0.1573, -1.3679], [-3.2383, -1.0288, -0.9494], [-4.3994, -2.0052, -0.9192], [-1.9373, -1.6353, -0.4713], [-2.8718, 1.7027, 0.3646], [2.4494, -3.2212, 2.2036], [1.4329, -2.1792, 1.2273], [1.5107, -1.9102, 2.9514], [4.0386, -1.4701, 2.5535], [3.6367, -1.4015, 0.8276], [3.5532, 0.8353, 2.4871], [1.9096, 0.2288, 2.5654], [1.5767, 0.3990, 0.2141], [3.3279, 0.4677, -0.0636], [3.0905, 2.8385, 1.1418], [2.6718, 2.6098, -0.5426], [0.9020, 3.8662, 0.5545], [0.3318, 2.3241, -0.0362], [1.2331, 2.4627, 2.8153], [-0.0391, 1.4795, 2.0911], [-0.0872, 4.4686, 2.4938], [-1.4098, 3.5631, 1.8190], [-1.3223, 4.3182, 4.3711], [-0.3694, 2.8584, 4.5739], [-3.2820, 3.1429, 4.2574], [-2.3511, 1.8719, 4.9661], [-1.7676, 1.2023, 2.4552], [-3.1851, 0.6588, 3.2909], [-5.6888, 2.1091, -0.1555], [-5.7651, 0.3741, -0.1546], [-3.8571, 2.1491, -1.3490], [-5.2082, -1.6012, -1.5103], [-4.7017, -2.1012, 0.1223], [-4.0863, -2.9805, -1.2824], [-1.1482, -0.8959, -0.4934], [-2.0744, -2.0556, 0.5226], [-1.6815, -2.4741, -1.1252], [3.0792, -1.1868, -2.3490], [2.5870, -1.9103, -3.5748], [3.7482, -2.1029, -4.4912], [1.5595, -1.0724, -4.2550], [2.0408, -3.2845, -3.2546], [0.7996, -3.3096, -2.4020], [1.1132, -2.6953, -1.1727], [3.6839, -0.3475, -2.6859], [2.2371, -0.8258, -1.7738], [3.6790, -1.8703, -1.7568], [4.1502, -1.1282, -4.7507], [3.4099, -2.6185, -5.3863], [4.5012, -2.6946, -3.9781], [0.7462, -0.8737, -3.5646], [1.1957, -1.6028, -5.1319], [2.0233, -0.1348, -4.5488], [2.8522, -3.8194, -2.7628], [1.8275, -3.7606, -4.2110], [0.5092, -4.3554, -2.2646], [-0.0336, -2.8007, -2.8979], [0.3358, -2.7008, -0.6044]],
  "forces_ev_per_angstrom": [[0.2, 0.1, -0.6], [-0.4, -0.1, 0.8], [-0.3, -0.3, -0.6], [0.3, 0.3, 0.2], [-0.3, -0.1, -0.2], [-0.2, 0.0, 0.2], [0.3, 0.3, 0.0], [0.3, 0.2, 0.1], [-0.5, -0.3, -0.3], [0.6, -0.2, 0.1], [-0.8, 0.4, 0.4], [1.2, -1.7, -0.7], [-0.4, 0.8, 0.1], [-0.3, 0.2, 0.4], [-0.1, 0.1, -0.6], [-0.5, 0.8, -0.9], [0.4, -0.4, 1.9], [-0.3, 0.2, -0.9], [0.4, 0.4, 0.1], [0.1, -0.3, -0.4], [0.1, 0.0, 0.3], [0.0, -0.2, 0.1], [-0.2, 0.0, 0.0], [0.0, 0.0, 0.3], [0.3, 0.0, 0.0], [0.3, -0.1, -0.1], [0.2, 0.1, 0.0], [-0.1, 0.3, 0.2], [-0.1, -0.3, -0.1], [0.1, 0.0, -0.2], [0.1, 0.0, 0.2], [0.1, 0.1, -0.1], [0.1, 0.2, -0.1], [-0.2, 0.1, -0.2], [0.1, -0.1, 0.2], [0.1, -0.2, 0.1], [0.0, 0.2, -0.1], [-0.1, 0.0, -0.1], [0.0, 0.1, 0.2], [0.2, 0.0, 0.1], [-0.2, 0.1, -0.2], [0.0, 0.0, 0.2], [0.1, -0.1, 0.0], [-0.1, -0.2, -0.1], [-0.1, 0.2, 0.3], [0.2, -0.3, -0.1], [0.0, 0.0, -0.2], [-0.2, -0.1, 0.0], [-0.2, -0.1, 0.1], [-0.1, -0.2, 0.0], [0.1, 0.2, 0.2], [0.0, 0.1, 0.2], [0.0, -0.2, -0.1], [0.0, 0.2, -0.2], [0.0, 0.0, 0.1], [-0.1, 0.0, 0.0], [0.0, 0.0, 0.0], [0.0, 0.0, -0.1], [-0.1, 0.3, 0.2], [0.0, -0.2, 0.0], [0.0, 0.0, 0.0], [0.0, -0.1, 0.1], [0.0, 0.0, 0.1], [0.0, 0.0, 0.0], [0.0, 0.0, 0.0], [0.0, 0.0, 0.0], [0.0, 0.0, 0.0], [0.0, 0.0, 0.0], [0.0, 0.0, 0.0], [0.0, 0.0, 0.0], [0.0, 0.0, 0.0], [0.1, -0.1, -0.1], [0.0, 0.0, 0.0], [-0.2, 0.1, 0.1]],
  "mulliken_charge": [-0.943, -0.430, -0.524, 0.769, -1.442, -0.911, 0.130, -0.580, -0.777, -0.811, -0.810, 0.580, -0.322, -0.709, -0.649, -0.062, -0.383, 0.676, -1.602, -0.987, -0.139, 0.391, -0.040, 0.431, 0.335, 0.091, 0.451, 0.062, -0.573, 0.510, 0.430, 0.343, 0.627, 0.127, 0.456, 0.127, 0.587, -0.084, 0.322, 0.300, 0.248, 0.427, 0.055, 0.359, 0.318, 0.287, 0.226, 0.388, 0.326, 0.445, 0.205, 0.434, 0.359, -1.318, 0.159, -0.909, -0.915, -0.728, -0.554, -0.305, 0.431, 0.572, 0.430, 0.389, 0.411, 0.382, 0.389, 0.361, 0.375, 0.370, 0.405, 0.406, 0.444, 0.163]
}


# 3
{
  "formula": "C21H46ClN7O3",
  "method": "wB97M-V/def2-TZVPD",
  "multiplicity": 2,
  "charge": 3,
  "largest_force_ev_per_a": 4.971,
  "gap_ha": [0.10913, 0.29189],
  "e_lumo_ev": [-7.3, -7.3],
  "s_squared": 0.753,
  "elements": ["C", "C", "O", "N", "H", "H", "C", "H", "H", "H", "H", "H", "H", "C", "C", "O", "N", "H", "H", "C", "H", "H", "H", "H", "H", "H", "C", "C", "O", "N", "H", "H", "C", "H", "H", "H", "H", "H", "H", "C", "C", "N", "C", "C", "N", "C", "C", "H", "H", "H", "H", "H", "H", "H", "H", "H", "H", "H", "C", "C", "N", "C", "C", "N", "C", "C", "H", "H", "H", "H", "H", "H", "H", "H", "H", "H", "H", "Cl"],
  "coordinates": [[-2.4862, 2.2228, 2.5156], [-1.5201, 3.1581, 3.1745], [-1.1200, 4.1502, 2.6322], [-1.0132, 2.7114, 4.6144], [-1.2995, 3.4218, 5.2728], [-1.4638, 1.8374, 4.8449], [0.5388, 2.5276, 4.6538], [-3.4061, 2.2490, 3.0998], [-2.1270, 1.1940, 2.4890], [-2.7692, 2.5578, 1.5177], [0.7915, 1.9630, 3.7563], [0.7146, 1.9693, 5.5734], [1.0257, 3.4854, 4.8369], [4.3323, -3.9292, 0.9045], [3.4105, -2.7471, 0.6994], [3.1300, -2.2818, -0.3883], [2.6848, -2.2802, 1.9958], [2.0352, -1.5984, 1.6308], [2.1284, -3.0645, 2.3048], [3.6304, -1.5998, 2.9774], [4.6786, -4.2904, -0.0638], [3.5445, -4.6167, 1.2122], [5.0622, -3.6772, 1.6739], [3.9132, -0.6190, 2.5951], [4.4813, -2.2546, 3.1657], [3.0169, -1.4573, 3.8670], [-5.0879, -2.9166, 0.0775], [-3.5970, -2.9763, -0.0511], [-3.0353, -2.9242, -1.1272], [-2.8004, -3.0232, 1.2488], [-3.3885, -3.3996, 1.9785], [-2.0133, -3.6515, 1.1731], [-2.3151, -1.6425, 1.7278], [-5.3480, -2.3322, 0.9601], [-5.6019, -3.8670, 0.2216], [-5.5026, -2.4951, -0.8382], [-3.1520, -1.1394, 2.2122], [-1.7929, -1.0013, 1.0178], [-1.5858, -1.7662, 2.5283], [-1.3476, 1.9887, -1.7118], [-0.6766, 3.2987, -2.2936], [-0.0858, 4.1084, -1.2534], [-0.0369, 5.4949, -1.3006], [0.8378, 5.8777, -0.3139], [1.3308, 4.7082, 0.3345], [0.6998, 3.6649, -0.2466], [2.2640, 4.5170, 1.3940], [-2.0398, 2.1264, -0.8811], [-0.5486, 1.3913, -1.2727], [-1.9244, 1.4687, -2.4766], [-1.3478, 3.8796, -2.9262], [0.1227, 3.0480, -2.9910], [-0.6114, 6.1319, -1.9569], [1.2719, 6.8088, 0.0192], [0.9313, 2.6206, -0.0975], [3.1932, 4.3764, 0.8419], [2.1365, 3.6399, 2.0284], [2.4622, 5.4583, 1.9067], [0.9570, -1.2542, -6.2894], [-0.2190, -1.0342, -5.3607], [0.0970, -1.5599, -3.9969], [0.4319, -0.8755, -2.8622], [0.4042, -1.7673, -1.7798], [0.1957, -3.0429, -2.3211], [-0.0617, -2.8229, -3.6754], [0.2354, -4.2686, -1.5954], [0.6517, -0.9435, -7.2886], [1.2738, -2.2949, -6.2206], [1.7752, -0.5947, -5.9999], [-1.0662, -1.5329, -5.8315], [-0.5786, -0.0123, -5.2399], [0.5270, 0.1779, -3.0807], [0.5875, -1.6251, -0.7250], [-0.2492, -3.6675, -4.3219], [1.2780, -4.3766, -1.2962], [-0.0719, -5.0287, -2.3138], [-0.3386, -4.2874, -0.6690], [0.8468, 0.3059, 1.3798]],
  "forces_ev_per_angstrom": [[-0.4, -0.2, 0.7], [0.3, 0.9, -2.2], [0.1, -1.3, 2.1], [1.1, 0.7, -1.7], [-0.2, 0.3, 0.4], [-0.2, -0.3, 0.2], [-1.2, -0.1, 0.9], [-0.2, -0.2, 0.2], [0.2, 0.0, 0.0], [0.4, 0.2, 0.1], [0.3, 0.2, 0.1], [0.1, -0.3, -0.2], [-0.2, 0.0, -0.7], [-1.5, 1.1, -0.1], [0.5, 0.0, -2.9], [0.0, -0.4, 3.1], [1.7, 0.3, -1.9], [-1.0, 1.4, -0.1], [0.1, -0.3, 0.9], [-1.0, -0.6, 0.3], [0.4, 0.3, 0.3], [0.5, -0.9, 0.7], [0.1, -0.7, -0.2], [0.0, -0.3, -0.3], [-0.2, 0.2, 0.1], [0.4, 0.0, 0.1], [0.1, -0.1, 0.9], [-2.2, -0.2, 1.6], [2.8, 0.1, -2.1], [-0.6, 2.0, -0.7], [-0.3, -0.1, 0.3], [0.8, -0.4, -0.3], [0.2, -0.4, 1.0], [-0.5, 0.3, -0.1], [0.1, -0.4, -0.1], [0.1, 0.2, 0.2], [-0.2, 0.0, -0.5], [-0.5, -0.6, -0.6], [0.2, -0.4, 0.2], [0.7, 1.0, -0.2], [-1.0, -1.7, -0.2], [0.4, 1.0, 0.9], [1.2, 0.0, 1.5], [0.9, -1.0, 0.8], [-3.7, -0.6, -2.1], [0.3, 0.9, -1.1], [2.4, 0.9, -0.4], [-0.1, 0.7, -0.1], [-0.1, -0.4, -0.3], [0.4, -0.1, -0.1], [-0.2, 0.3, 0.6], [0.1, -0.3, 0.1], [0.0, -0.3, -0.1], [-0.5, 0.2, -0.3], [-0.1, -0.1, 0.4], [0.5, -0.3, 0.4], [-0.6, 0.3, -0.1], [-0.5, -0.2, 0.4], [0.1, 1.0, 0.4], [0.1, -0.1, -0.1], [-0.9, -1.3, -0.1], [-0.6, -0.2, 0.9], [0.6, 0.3, -2.0], [-1.1, 4.2, -2.4], [0.7, -2.4, 2.3], [0.7, -0.7, -0.1], [0.1, -0.4, -0.1], [0.0, 0.1, -0.4], [0.2, -0.2, 0.0], [-0.2, -0.5, 0.8], [0.5, 0.1, 0.0], [0.2, 0.1, 1.1], [0.0, 0.2, -0.2], [-0.2, 0.3, -0.2], [0.1, -0.6, -0.2], [0.1, -0.4, 0.6], [-0.5, 0.3, -0.5], [0.0, 0.0, 0.2]],
  "mulliken_spin": [-0.053, 0.009, 0.000, 0.000, 0.000, 0.000, 0.003, -0.005, 0.028, 0.000, -0.001, 0.000, 0.000, 0.007, 0.026, -0.006, -0.024, 0.009, -0.017, 0.008, 0.000, -0.001, 0.000, 0.001, 0.001, -0.002, -0.041, 0.489, 0.283, 0.032, -0.001, -0.006, 0.079, 0.015, 0.031, 0.010, 0.031, 0.005, 0.052, -0.003, 0.000, 0.000, 0.000, 0.000, -0.001, 0.009, 0.002, 0.002, 0.000, 0.002, 0.000, 0.000, 0.000, 0.000, 0.000, 0.000, -0.001, 0.000, 0.000, -0.001, -0.001, 0.022, -0.098, -0.017, 0.006, -0.009, 0.000, 0.000, 0.000, 0.000, 0.000, 0.001, 0.049, 0.000, 0.001, 0.004, 0.030, 0.046]
}


> What is the formula in the third record?

C21H46ClN7O3


> Number 2 is which compound?

C21H46BIN2O3